# 1
18
Properties=species:S:1:pos:R:3:mulliken_charge:R:1 method="wB97M-V/def2-TZVPD" homo_ev=-13.84 total_charge=+1 lumo_ev=-3.41 relative_energy_ev=0.615
C 1.50 1.52 -0.07 -1.29
C 0.95 0.10 0.00 0.43
C -0.56 -0.07 -0.11 -0.98
S -1.18 -1.71 0.37 -0.27
N 1.41 -0.52 1.33 -0.29
H 1.65 1.99 0.91 0.40
H 2.48 1.54 -0.49 0.39
H 0.81 2.15 -0.63 0.32
H 1.50 -0.48 -0.74 0.33
H -0.91 0.33 -1.06 0.48
H -1.02 0.50 0.71 0.33
H -0.60 -2.53 -0.52 0.19
H 2.39 -0.79 1.39 0.34
H 0.72 -1.24 1.63 0.24
H 1.32 0.21 2.04 0.39
H -3.54 -0.07 -0.84 0.31
H -3.59 -0.89 -2.15 0.32
O -3.33 -0.05 -1.77 -0.63



# 2
19
Properties=species:S:1:pos:R:3:mulliken_spin:R:1 method="wB97M-V/def2-TZVPD" homo_ev="1.35 / -5.47" total_charge=-1 lumo_ev="4.20 / 4.10" spin_multiplicity=2 relative_energy_ev=1.432
C 0.22 -1.84 1.22 0.97
C -0.59 -0.74 0.45 1.64
N 0.07 0.41 -0.10 -1.55
C -0.88 1.21 -0.89 1.12
C 0.51 1.30 1.02 0.63
H 1.15 -1.93 0.70 -0.07
H 0.47 -1.27 2.29 0.05
H -0.36 -2.77 1.45 -0.75
H -1.42 -0.53 1.19 -0.30
H -1.26 -1.22 -0.31 -0.33
H -1.64 1.68 -0.26 0.08
H -1.45 0.67 -1.65 -0.54
H -0.29 2.04 -1.36 0.05
H -0.30 1.56 1.61 -0.51
H 1.29 0.81 1.55 0.17
H 0.85 2.27 0.56 0.09
H 1.52 -1.00 -3.03 -0.22
H 0.71 -0.42 -1.88 0.15
O 1.40 -0.23 -2.54 0.32



Repeat the first record exactly.
18
Properties=species:S:1:pos:R:3:mulliken_charge:R:1 method="wB97M-V/def2-TZVPD" homo_ev=-13.84 total_charge=+1 lumo_ev=-3.41 relative_energy_ev=0.615
C 1.50 1.52 -0.07 -1.29
C 0.95 0.10 0.00 0.43
C -0.56 -0.07 -0.11 -0.98
S -1.18 -1.71 0.37 -0.27
N 1.41 -0.52 1.33 -0.29
H 1.65 1.99 0.91 0.40
H 2.48 1.54 -0.49 0.39
H 0.81 2.15 -0.63 0.32
H 1.50 -0.48 -0.74 0.33
H -0.91 0.33 -1.06 0.48
H -1.02 0.50 0.71 0.33
H -0.60 -2.53 -0.52 0.19
H 2.39 -0.79 1.39 0.34
H 0.72 -1.24 1.63 0.24
H 1.32 0.21 2.04 0.39
H -3.54 -0.07 -0.84 0.31
H -3.59 -0.89 -2.15 0.32
O -3.33 -0.05 -1.77 -0.63



Copy entry 1 word for word.
18
Properties=species:S:1:pos:R:3:mulliken_charge:R:1 method="wB97M-V/def2-TZVPD" homo_ev=-13.84 total_charge=+1 lumo_ev=-3.41 relative_energy_ev=0.615
C 1.50 1.52 -0.07 -1.29
C 0.95 0.10 0.00 0.43
C -0.56 -0.07 -0.11 -0.98
S -1.18 -1.71 0.37 -0.27
N 1.41 -0.52 1.33 -0.29
H 1.65 1.99 0.91 0.40
H 2.48 1.54 -0.49 0.39
H 0.81 2.15 -0.63 0.32
H 1.50 -0.48 -0.74 0.33
H -0.91 0.33 -1.06 0.48
H -1.02 0.50 0.71 0.33
H -0.60 -2.53 -0.52 0.19
H 2.39 -0.79 1.39 0.34
H 0.72 -1.24 1.63 0.24
H 1.32 0.21 2.04 0.39
H -3.54 -0.07 -0.84 0.31
H -3.59 -0.89 -2.15 0.32
O -3.33 -0.05 -1.77 -0.63